No. 1
{
  "formula": "C22H26ClN2O6RhS3",
  "method": "ωB97M-V/def2-TZVPD",
  "species": ["Rh", "O", "S", "C", "C", "C", "C", "S", "O", "C", "C", "C", "C", "C", "C", "C", "C", "C", "C", "C", "C", "H", "H", "H", "H", "H", "H", "H", "H", "H", "H", "H", "H", "H", "H", "H", "H", "H", "H", "O", "Cl", "O", "O", "O", "C", "C", "C", "C", "N", "C", "S", "N", "C", "H", "H", "H", "H", "H", "H", "H", "H"],
  "positions_angstrom": [[0.14933, 0.22034, 0.37688], [1.11976, -0.94156, 1.75389], [2.12512, -1.73412, 2.60701], [2.35965, -0.66565, 4.07466], [1.83828, 0.75886, 3.90690], [0.34937, 0.86411, 4.22228], [-0.20759, 2.27280, 4.03312], [-0.78877, 2.71832, 2.37238], [0.17606, 2.00291, 1.39599], [-2.34481, 1.89694, 2.22152], [-2.47593, 0.50839, 2.16560], [-3.72966, -0.04641, 1.99402], [-4.84693, 0.77930, 1.89931], [-4.71191, 2.15510, 1.96386], [-3.45450, 2.72542, 2.11567], [3.68440, -1.62713, 1.79282], [4.33433, -2.83669, 1.58253], [5.58309, -2.83277, 0.97175], [6.15255, -1.63403, 0.57956], [5.48839, -0.42712, 0.78863], [4.25140, -0.41458, 1.40093], [3.43038, -0.69722, 4.27614], [1.85036, -1.18474, 4.88737], [2.03984, 1.12654, 2.90110], [2.40143, 1.40040, 4.58837], [0.18231, 0.57655, 5.26309], [-0.21505, 0.14705, 3.63033], [0.52733, 3.03910, 4.28367], [-1.09064, 2.45154, 4.65154], [-1.62121, -0.15623, 2.26574], [-3.83872, -1.12050, 1.93793], [-5.82703, 0.34141, 1.77088], [-5.58169, 2.79121, 1.88112], [-3.33975, 3.80051, 2.13756], [3.87417, -3.76628, 1.89159], [6.10548, -3.76483, 0.80877], [7.12648, -1.63309, 0.11012], [5.94925, 0.50147, 0.48280], [3.73928, 0.52137, 1.57648], [-3.24653, -0.76181, -1.51715], [-1.88226, -0.45227, -1.50430], [-1.26780, -0.57897, -2.77727], [-1.62335, 0.89749, -0.95580], [-1.15141, -1.32894, -0.52564], [1.04234, -0.48713, -5.95343], [0.84653, 0.50989, -4.87067], [0.13765, 1.68433, -4.98479], [0.00154, 2.51369, -3.87036], [0.53627, 2.17483, -2.68147], [1.19093, 1.04963, -2.60013], [1.91045, 0.57436, -1.05829], [1.38797, 0.23876, -3.66099], [-0.73953, 3.79794, -3.91481], [0.64864, -0.10836, -6.89211], [0.51336, -1.40761, -5.70098], [2.10056, -0.71643, -6.08203], [-0.31012, 1.94772, -5.93142], [1.89248, -0.63050, -3.52993], [-1.17597, 3.98606, -4.89181], [-0.05892, 4.60993, -3.65347], [-1.52273, 3.78169, -3.15607]],
  "forces_ev_per_angstrom": [[-0.0143, 0.0717, -0.2559], [-0.1074, -0.2424, 0.2916], [0.0191, 0.0408, -0.0599], [0.1324, -0.0240, -0.0163], [0.0530, -0.0239, -0.0539], [-0.0760, 0.0499, -0.0083], [-0.1564, -0.0634, 0.0140], [-0.1406, 0.0527, 0.0517], [0.1329, 0.1258, 0.0302], [-0.0608, -0.1025, 0.1154], [0.1017, -0.0120, 0.0056], [-0.0142, 0.0293, -0.0074], [0.0152, -0.0481, -0.0002], [0.0033, 0.0378, -0.0040], [0.0561, -0.0458, -0.0438], [0.0924, 0.0043, 0.0417], [-0.0024, 0.0329, -0.0429], [-0.0554, -0.0233, 0.0397], [0.0235, 0.0112, -0.0149], [0.0388, -0.0033, -0.0193], [-0.0715, -0.0675, 0.0493], [-0.0206, -0.0130, -0.0038], [-0.0148, -0.0069, -0.0039], [-0.0073, 0.0263, 0.0020], [-0.0084, -0.0303, 0.0302], [0.0212, 0.0673, 0.0143], [0.0096, -0.0285, 0.0004], [0.0283, 0.0059, -0.0205], [0.0222, 0.0251, 0.0005], [-0.0510, 0.0547, -0.0020], [-0.0071, -0.0131, -0.0025], [-0.0085, -0.0141, -0.0073], [-0.0088, 0.0143, 0.0054], [0.0143, 0.0498, 0.0134], [-0.0034, -0.0184, 0.0098], [-0.0011, -0.0113, -0.0019], [0.0193, 0.0079, -0.0108], [0.0035, 0.0310, -0.0041], [-0.0312, 0.0615, 0.0136], [-0.2394, -0.0270, 0.1173], [0.1882, 0.1160, 0.2712], [0.1132, -0.0003, -0.2079], [-0.0804, -0.0461, -0.2040], [0.0784, 0.0462, -0.0341], [-0.0136, 0.0501, -0.0625], [-0.0643, 0.0971, 0.0405], [0.0290, -0.0622, 0.0124], [0.0155, -0.0568, 0.0025], [0.0912, -0.2134, -0.0829], [-0.0200, 0.3396, 0.3175], [0.0381, -0.2168, -0.2563], [-0.0710, -0.0004, -0.0370], [-0.0121, 0.0120, -0.0464], [0.0091, -0.0186, -0.0094], [-0.0008, -0.0391, -0.0005], [0.0162, -0.0274, -0.0045], [-0.0021, 0.0082, 0.0007], [0.0118, 0.0034, 0.0247], [0.0043, 0.0137, 0.0083], [-0.0069, 0.0148, -0.0038], [-0.0101, -0.0012, 0.0089]],
  "multiplicity": 5,
  "e_lumo_ev": [-5.8445, -8.6985],
  "charge": 2,
  "gap_ha": [0.32792, 0.22622],
  "relative_energy_kcal_mol": 0.00
}

No. 2
{
  "formula": "C26H64O11",
  "method": "ωB97M-V/def2-TZVPD",
  "species": ["C", "C", "C", "O", "C", "H", "H", "H", "H", "H", "H", "H", "H", "C", "C", "C", "O", "C", "H", "H", "H", "H", "H", "H", "H", "H", "C", "C", "C", "O", "C", "H", "H", "H", "H", "H", "H", "H", "H", "C", "C", "C", "O", "C", "H", "H", "H", "H", "H", "H", "H", "H", "C", "C", "C", "O", "C", "H", "H", "H", "H", "H", "H", "H", "H", "C", "C", "C", "O", "H", "H", "H", "H", "H", "H", "H", "H", "C", "C", "C", "O", "H", "H", "H", "H", "H", "H", "H", "H", "O", "H", "H", "O", "H", "H", "O", "H", "H", "O", "H", "H"],
  "positions_angstrom": [[4.17537, -2.60084, 4.84047], [2.94286, -2.57844, 5.80131], [2.18190, -3.75051, 5.29926], [2.55059, -3.82116, 3.93648], [3.49598, -2.80698, 3.53285], [4.89685, -3.38964, 5.05346], [4.62084, -1.60608, 4.85037], [2.29707, -1.70132, 5.75981], [3.19652, -2.72929, 6.85060], [1.10083, -3.64284, 5.38756], [2.45218, -4.68871, 5.78386], [3.15111, -1.85768, 3.12296], [4.21202, -3.09548, 2.76335], [2.49586, 2.95963, -1.11018], [3.50369, 3.91529, -0.58751], [4.09279, 4.55065, -1.80892], [3.05441, 4.48396, -2.76708], [2.00184, 3.64569, -2.42864], [1.65045, 2.74920, -0.45512], [3.08684, 2.08185, -1.37160], [4.29101, 3.37666, -0.06014], [3.02745, 4.62846, 0.08530], [4.88169, 3.96430, -2.28002], [4.53629, 5.54347, -1.73322], [1.85006, 3.00406, -3.29662], [1.14259, 4.23201, -2.10304], [2.50770, -0.71013, -5.72374], [1.98359, 0.39972, -4.82491], [2.13975, -0.15063, -3.41149], [2.14149, -1.59487, -3.64088], [1.89993, -1.86068, -5.02561], [3.59742, -0.68558, -5.72261], [2.29521, -0.73285, -6.79258], [0.97330, 0.72473, -5.07346], [2.59156, 1.30241, -4.88513], [1.23353, 0.09363, -2.85725], [3.03518, 0.24181, -2.92952], [0.82396, -1.99822, -5.13261], [2.38940, -2.82090, -5.18839], [-2.63985, -0.44316, 4.74640], [-1.79404, -1.26581, 5.73286], [-2.27295, -2.69218, 5.62280], [-3.54442, -2.52649, 5.02096], [-3.50927, -1.45309, 4.00614], [-1.83693, 0.05171, 4.20003], [-3.25696, 0.29412, 5.25992], [-2.23467, -0.90713, 6.66308], [-0.72862, -1.18718, 5.51654], [-2.48642, -3.08859, 6.61547], [-1.73671, -3.30262, 4.89623], [-4.53421, -1.10691, 3.87287], [-3.23465, -1.78929, 3.00632], [-2.65939, 4.50173, -2.68831], [-2.17332, 3.05573, -2.57079], [-1.21814, 2.86388, -3.74218], [-0.81259, 4.12616, -4.14570], [-1.86087, 4.99547, -3.80057], [-2.37647, 4.89162, -1.71054], [-3.71159, 4.58829, -2.95939], [-2.96596, 2.30753, -2.56752], [-1.58117, 2.97552, -1.65918], [-1.70023, 2.33141, -4.56204], [-0.26878, 2.38239, -3.50771], [-2.49626, 5.28244, -4.63843], [-1.48939, 5.96672, -3.47379], [-5.40356, 1.28537, -0.90921], [-4.44417, 0.52486, 0.02896], [-3.63467, 1.52771, 0.78228], [-5.27265, -0.26255, 0.86977], [-5.49317, 0.80068, -1.88140], [-5.09185, 2.27051, -1.25626], [-6.37735, 1.41540, -0.43707], [-3.71129, -0.01863, -0.56738], [-2.94715, 1.99121, 0.07475], [-3.08959, 1.13009, 1.63836], [-4.23630, 2.25134, 1.33228], [-5.83720, 0.29227, 1.41296], [1.11270, -0.32646, 0.71092], [-0.15270, -0.54293, -0.11940], [-1.18370, -1.40245, 0.71037], [-0.83379, 0.63098, -0.41865], [1.81543, 0.41956, 0.33979], [1.69625, -1.20702, 0.97958], [0.81520, 0.06054, 1.68551], [-0.00091, -1.07997, -1.05570], [-2.16791, -1.32912, 0.24774], [-1.41995, -1.06248, 1.71869], [-0.93960, -2.46476, 0.71509], [-1.50507, 0.41204, -1.06906], [-0.62059, -4.44121, -0.69875], [-0.05819, -4.29237, -1.45888], [-0.50949, -5.37013, -0.49623], [3.44226, -2.41755, -0.44026], [4.08474, -3.11534, -0.31170], [2.59572, -2.86377, -0.41848], [-1.69479, -0.64740, -2.86506], [-1.28348, -0.40123, -3.69358], [-1.67386, -1.60437, -2.86175], [1.89238, -4.77947, 0.74278], [1.06806, -4.57309, 0.30218], [1.68286, -4.73748, 1.67582]],
  "forces_ev_per_angstrom": [[-0.4333, 2.1296, 0.9655], [0.9199, -0.3190, 0.9993], [-0.2379, -0.2662, -0.4058], [-0.6359, -0.4516, -2.7798], [0.5791, -0.5001, 0.8022], [-0.1354, 0.0877, 0.2211], [0.5831, -0.1512, 0.1932], [0.4912, 0.3522, -0.3749], [0.2154, 0.1836, 0.0390], [-0.1261, 0.0647, -0.0772], [0.1634, -0.0969, 0.0282], [-1.1582, -0.0215, 0.2541], [-0.3431, -1.0481, -0.0361], [-0.4708, -0.9093, -1.6608], [0.7567, 0.5802, 1.4015], [0.1046, -0.6062, -1.1011], [0.3025, 1.9504, -1.4611], [0.6056, -0.3449, 1.9622], [0.2872, -0.2902, 0.0645], [-0.5591, -0.5579, 0.0708], [-0.0941, 0.1608, 0.3959], [0.2332, 0.2662, 0.0082], [0.4921, -0.4287, 0.5273], [-0.6026, 0.2822, 0.2495], [-0.5589, -0.1567, 0.3133], [-0.4794, 0.0439, -0.7470], [-0.0205, 0.5188, -0.8784], [0.7625, 1.6794, -0.4745], [-1.2783, -1.0042, -1.3003], [0.3084, 0.5158, 1.0636], [0.8455, -1.3635, 1.6224], [0.1003, -0.4775, 0.5256], [-0.6195, 0.5940, 0.0109], [-0.1901, -0.3119, 0.0544], [-0.0022, 0.1381, -0.3148], [0.2250, 0.0928, 0.5489], [0.0333, -0.5889, 0.1575], [-0.2165, 0.2561, -0.6431], [-0.0786, -0.0679, -0.3212], [1.2149, 0.1314, -1.0500], [-0.8201, 0.0911, 0.4909], [-1.2607, 0.7346, -1.1399], [-1.6837, 0.0476, -1.2760], [-0.2251, -0.5606, 1.6153], [-0.7447, 0.5200, -0.8383], [0.1387, -0.0470, -0.0889], [1.4384, -0.0054, 0.6610], [-0.0316, 0.3976, 0.7417], [0.4899, -0.6671, -0.3004], [0.8026, -0.3599, 0.6634], [-0.0369, -0.0522, 0.2862], [0.7190, -0.2348, 0.1667], [-0.6366, -1.9141, 1.2209], [0.3375, -0.9928, 0.2482], [0.3204, -0.9477, -0.0019], [-0.2721, 1.2777, -0.0618], [0.7168, 3.2173, -1.1376], [-0.6209, 0.8347, -0.2850], [-0.0637, 0.0096, 0.6682], [0.0536, -0.0353, 0.0981], [-0.2139, -0.2913, 0.1177], [-0.1559, -0.1758, -0.2787], [-0.2892, -0.6395, 0.2905], [-0.0335, -0.5569, -0.5311], [0.8243, 0.0949, -0.3461], [0.2797, 0.1404, -1.1548], [-1.2382, 1.8959, -0.1304], [0.4479, 0.4273, 1.2657], [0.8355, -1.4304, -0.0555], [-0.5229, -0.5957, 0.1752], [0.4541, 0.2872, 0.5992], [-0.0074, -0.1507, -0.1086], [-0.5793, -0.9797, 0.2408], [0.0180, 0.3130, 0.3968], [0.5348, -0.6454, -0.4036], [-0.4757, 0.4964, -0.6201], [0.1393, 0.3235, -0.1315], [-0.0937, 0.7433, 0.4856], [-1.0986, -1.9382, 1.5732], [0.1183, -0.2552, -0.6240], [0.5418, 1.8221, 0.0133], [-0.0965, -0.1132, -0.5120], [-0.2746, -0.3106, -0.5750], [-0.3027, 0.2000, 0.1183], [0.5870, -0.1714, -0.0275], [-0.0032, -0.1080, -0.4696], [0.7331, 0.2661, 0.1731], [0.1580, 0.0182, 0.2040], [0.0411, -0.0906, -0.2863], [0.0074, 0.2013, 0.1798], [0.1326, 0.0807, -0.4227], [-0.1907, -0.4569, -0.0276], [0.2456, 0.5282, -0.1025], [0.0482, -0.2444, 0.0441], [-0.1273, -0.2575, 0.1419], [-0.2296, 0.1327, 0.0940], [0.1481, 0.1938, -0.2385], [-0.0535, -0.3156, 0.0851], [0.4046, -0.1593, -0.2326], [-0.4399, 0.2217, -0.0331], [0.1228, 0.1206, 0.5299]],
  "e_lumo_ev": 0.0837,
  "smiles": "C1CCOC1.C1CCOC1.C1CCOC1.C1CCOC1.C1CCOC1.CC(C)O.CC(C)O.O.O.O.O",
  "gap_ha": 0.33588,
  "relative_energy_kcal_mol": 0.00
}